# 1
{"formula": "C8H15NOS", "method": "ωB97M-V/def2-TZVPD", "symbols": ["C", "O", "C", "C", "C", "C", "C", "C", "N", "C", "S", "H", "H", "H", "H", "H", "H", "H", "H", "H", "H", "H", "H", "H", "H", "H"], "coordinates": [[2.55268, 3.31218, -0.51737], [1.31688, 3.00386, -1.09216], [0.79781, 1.70534, -1.22264], [-0.07526, 1.58912, 0.15153], [-0.97454, 0.24612, 0.27347], [-0.21658, -1.07719, -0.12832], [-1.07660, -2.21779, -0.64909], [-1.99633, -2.75555, 0.40577], [-1.39293, -2.56398, 1.72825], [-0.34096, -2.54055, 2.39225], [0.82166, -2.61138, 3.53156], [3.08153, 4.31204, -0.86625], [2.42369, 3.36257, 0.52136], [3.28600, 2.44064, -0.70740], [0.24120, 1.56665, -2.27218], [1.53902, 0.62701, -0.98713], [-0.70381, 2.48813, 0.22526], [0.82052, 1.54860, 0.86642], [-1.32206, 0.12681, 1.29015], [-1.85494, 0.10781, -0.48595], [0.38197, -1.20628, 0.84889], [0.40705, -0.92233, -0.92083], [-1.88941, -1.78157, -1.48117], [-0.39853, -2.86806, -1.33849], [-3.08145, -2.12066, 0.15127], [-2.34661, -3.77155, 0.28279]], "multiplicity": 1, "total_energy_ev": -22907.0122, "smiles": "COCCCCCCN=C=S", "relative_energy_kj_mol": 540.1, "homo_lumo_gap_ha": 0.3645}

=====

# 2
{"formula": "CH3IO3P", "method": "ωB97M-V/def2-TZVPD", "symbols": ["C", "O", "O", "O", "P", "I", "H", "H", "H"], "coordinates": [[1.28632, 0.02107, 0.72159], [-1.60375, -1.26416, 0.11691], [-1.05676, -0.49988, -2.32312], [0.55289, 0.76997, -0.23284], [-1.24264, -0.28073, -0.89965], [-2.48773, 1.69597, -0.43317], [1.93026, 0.70073, 1.20470], [2.02407, -0.77351, 0.36867], [0.59735, -0.36947, 1.47692]], "multiplicity": 1, "total_energy_ev": -24620.7565, "relative_energy_kj_mol": 143.4, "homo_lumo_gap_ha": 0.2958, "charge": -1}

=====

Repeat the first record exactly.
{"formula": "C8H15NOS", "method": "ωB97M-V/def2-TZVPD", "symbols": ["C", "O", "C", "C", "C", "C", "C", "C", "N", "C", "S", "H", "H", "H", "H", "H", "H", "H", "H", "H", "H", "H", "H", "H", "H", "H"], "coordinates": [[2.55268, 3.31218, -0.51737], [1.31688, 3.00386, -1.09216], [0.79781, 1.70534, -1.22264], [-0.07526, 1.58912, 0.15153], [-0.97454, 0.24612, 0.27347], [-0.21658, -1.07719, -0.12832], [-1.07660, -2.21779, -0.64909], [-1.99633, -2.75555, 0.40577], [-1.39293, -2.56398, 1.72825], [-0.34096, -2.54055, 2.39225], [0.82166, -2.61138, 3.53156], [3.08153, 4.31204, -0.86625], [2.42369, 3.36257, 0.52136], [3.28600, 2.44064, -0.70740], [0.24120, 1.56665, -2.27218], [1.53902, 0.62701, -0.98713], [-0.70381, 2.48813, 0.22526], [0.82052, 1.54860, 0.86642], [-1.32206, 0.12681, 1.29015], [-1.85494, 0.10781, -0.48595], [0.38197, -1.20628, 0.84889], [0.40705, -0.92233, -0.92083], [-1.88941, -1.78157, -1.48117], [-0.39853, -2.86806, -1.33849], [-3.08145, -2.12066, 0.15127], [-2.34661, -3.77155, 0.28279]], "multiplicity": 1, "total_energy_ev": -22907.0122, "smiles": "COCCCCCCN=C=S", "relative_energy_kj_mol": 540.1, "homo_lumo_gap_ha": 0.3645}